[1]
12
Properties=species:S:1:pos:R:3:nbo_charge:R:1 method="wB97M-V/def2-TZVPD" smiles="NN(C=O)C1=CN1" e_above_lowest_kcal_mol=156.7 energy_ev=-9703.7876 lumo_ha=0.0116
N -0.165 0.420 -1.809 -0.630
N -0.519 0.380 -0.460 -0.365
C -1.570 -0.600 0.089 0.585
O -1.456 -1.736 0.413 -0.446
C 0.380 0.430 0.520 0.320
C 0.633 -0.042 1.729 -0.227
N 1.774 0.300 0.721 -0.634
H -0.170 1.389 -2.111 0.364
H 0.768 0.056 -1.983 0.359
H -2.524 -0.128 -0.171 0.126
H 0.665 0.062 2.789 0.232
H 2.181 -0.531 0.274 0.315



[2]
44
Properties=species:S:1:pos:R:3:nbo_charge:R:1 method="wB97M-V/def2-TZVPD" e_above_lowest_kcal_mol=0.0 energy_ev=-56074.4000 lumo_ha=-0.1123 total_charge=+1
Au -0.433 -0.418 0.577 1.245
N -2.313 2.088 1.766 -0.773
C -1.073 2.359 1.868 0.544
N -0.566 3.465 2.509 -0.588
C 0.690 3.759 2.344 0.588
N 1.205 4.839 2.955 -0.766
N 1.586 3.062 1.557 -0.558
C 1.109 1.956 1.081 0.434
N -0.139 1.481 1.260 -0.647
C 2.008 1.161 0.197 0.172
C 3.271 1.593 -0.165 -0.189
C 3.990 0.834 -1.073 -0.128
C 3.429 -0.322 -1.597 -0.230
C 2.167 -0.695 -1.179 0.060
N 1.487 0.033 -0.292 -0.512
H -2.840 2.811 2.247 0.364
H -2.358 -0.108 2.313 0.251
H 0.612 5.404 3.535 0.414
H 2.169 5.075 2.820 0.409
H 3.648 2.513 0.258 0.265
H 4.979 1.148 -1.380 0.240
H 3.960 -0.928 -2.318 0.243
H 1.678 -1.590 -1.542 0.215
N 0.542 -3.104 2.038 -0.778
C 0.033 -3.342 0.817 0.275
N -0.458 -2.408 0.026 -0.565
C -0.897 -2.920 -1.198 0.100
C -0.721 -4.250 -1.312 -0.416
S -0.002 -4.910 0.113 0.469
C -1.489 -1.993 -2.171 0.161
C -1.970 -2.283 -3.402 -0.447
S -2.619 -0.858 -4.125 0.420
C -2.193 0.039 -2.699 0.266
N -1.603 -0.675 -1.783 -0.603
N -2.426 1.365 -2.574 -0.787
H 0.381 -2.200 2.458 0.421
H 0.753 -3.870 2.653 0.423
H -0.981 -4.887 -2.140 0.264
H -2.001 -3.228 -3.917 0.253
H -3.046 1.827 -3.215 0.409
H -2.353 1.758 -1.648 0.422
C -2.180 -0.870 1.566 -0.747
H -2.090 -1.873 1.977 0.184
H -2.948 -0.836 0.797 0.224



[3]
14
Properties=species:S:1:pos:R:3:nbo_charge:R:1 method="wB97M-V/def2-TZVPD" smiles="C=CCCN=C=S" e_above_lowest_kcal_mol=84.5 energy_ev=-17619.9807 lumo_ha=-0.0049
C 0.735 -0.181 2.711 -0.410
C -0.269 0.262 1.868 -0.179
C -0.257 -0.446 0.406 -0.448
C 0.079 0.280 -0.966 -0.229
N -0.536 -0.352 -2.128 -0.462
C -0.627 -0.003 -3.277 0.398
S -0.240 0.767 -4.876 -0.201
H 1.028 0.291 3.684 0.228
H 1.274 -0.949 2.090 0.201
H -1.009 1.061 2.094 0.210
H 0.455 -1.296 0.498 0.206
H -1.330 -0.942 0.284 0.227
H -0.530 1.189 -0.986 0.220
H 1.229 0.318 -1.403 0.238



[4]
64
Properties=species:S:1:pos:R:3:nbo_charge:R:1 method="wB97M-V/def2-TZVPD" e_above_lowest_kcal_mol=75.7 energy_ev=-64650.3825 spin_multiplicity=3 lumo_ha="0.0939 / 0.0937" total_charge=-1
Au -0.272 0.111 0.116 0.713
F -5.710 0.417 1.309 -0.343
C -4.541 1.105 1.365 0.419
C -3.386 0.532 0.876 -0.378
C -2.167 1.207 0.933 -0.281
C -2.139 2.501 1.512 -0.168
C -3.347 3.020 1.972 0.409
F -3.424 4.263 2.541 -0.356
C -4.559 2.362 1.919 -0.405
C -0.858 3.266 1.631 0.196
C -0.739 4.551 2.181 -0.258
C 0.506 5.149 2.254 -0.181
C 1.622 4.474 1.785 -0.289
C 1.421 3.209 1.254 0.056
N 0.225 2.642 1.183 -0.430
H -3.464 -0.469 0.466 0.218
H -5.459 2.819 2.302 0.228
H -1.601 5.080 2.551 0.230
H 0.596 6.142 2.680 0.201
H 2.614 4.903 1.825 0.204
H 2.238 2.613 0.865 0.222
O 2.471 0.577 -0.029 -1.001
S 3.300 -0.216 -0.986 1.287
C 4.997 0.471 -0.800 -0.619
C 5.714 -0.332 0.275 -0.412
C 5.308 -1.779 0.009 -0.412
C 3.793 -1.759 -0.136 -0.611
H 4.869 1.529 -0.577 0.236
H 5.494 0.370 -1.768 0.205
H 5.355 -0.027 1.261 0.210
H 6.796 -0.183 0.251 0.203
H 5.616 -2.455 0.809 0.213
H 5.777 -2.128 -0.915 0.193
H 3.276 -1.686 0.823 0.250
H 3.357 -2.589 -0.685 0.252
C -3.272 -3.837 1.273 -1.107
Si -1.611 -3.489 0.446 1.649
C -0.372 -3.161 1.814 -1.120
C -1.078 -5.056 -0.453 -1.113
C -1.766 -2.039 -0.667 -1.144
Si -2.403 -1.818 -2.372 1.642
C -1.890 -3.250 -3.490 -1.110
C -4.282 -1.718 -2.483 -1.108
C -1.730 -0.229 -3.109 -1.119
H -3.192 -4.662 1.986 0.220
H -4.042 -4.097 0.541 0.224
H -3.615 -2.951 1.814 0.234
H -0.303 -4.007 2.504 0.213
H -0.658 -2.272 2.382 0.239
H 0.604 -2.966 1.365 0.260
H -0.817 -5.838 0.266 0.220
H -0.201 -4.850 -1.070 0.239
H -1.865 -5.449 -1.102 0.222
H -1.864 -1.153 -0.073 0.206
H -2.438 -4.166 -3.256 0.221
H -0.823 -3.455 -3.377 0.238
H -2.083 -3.005 -4.538 0.220
H -4.761 -2.639 -2.141 0.224
H -4.570 -1.557 -3.526 0.222
H -4.679 -0.891 -1.890 0.236
H -0.638 -0.258 -3.116 0.253
H -2.034 0.623 -2.496 0.243
H -2.090 -0.068 -4.130 0.214
O 1.016 -1.458 -0.815 -0.821



[5]
8
Properties=species:S:1:pos:R:3:nbo_charge:R:1 method="wB97M-V/def2-TZVPD" e_above_lowest_kcal_mol=45.3 energy_ev=-6694.5279 lumo_ha=-0.0097
C 0.632 -1.203 0.160 -0.018
C -0.233 -0.774 -0.947 0.498
C -0.525 0.430 -0.037 -0.345
N 0.526 -0.127 0.819 -0.266
O -0.313 -0.928 -2.180 -0.496
H 1.251 -2.015 0.066 0.203
H -0.368 1.510 -0.394 0.218
H -1.437 0.329 0.431 0.207



[6]
67
Properties=species:S:1:pos:R:3:nbo_charge:R:1 method="wB97M-V/def2-TZVPD" smiles=COc1ccc(Cc2noc(CN(C)CC3CCN(Cc4ccccc4)CC3)n2)cc1OC e_above_lowest_kcal_mol=105.9 energy_ev=-39615.3261 lumo_ha=0.0277
C 0.172 -3.627 -1.841 -0.249
O 1.007 -2.560 -2.212 -0.524
C 0.448 -1.322 -2.397 0.295
C -0.912 -1.067 -2.266 -0.294
C -1.429 0.205 -2.434 -0.220
C -0.591 1.266 -2.734 -0.025
C -1.147 2.658 -2.911 -0.453
C -1.572 3.206 -1.600 0.327
N -0.968 4.185 -0.991 -0.159
O -1.665 4.372 0.167 -0.285
C -2.657 3.470 0.169 0.524
C -3.598 3.412 1.331 -0.281
N -3.704 2.130 1.982 -0.434
C -4.305 1.106 1.155 -0.417
C -2.590 1.754 2.826 -0.190
C -1.192 1.561 2.206 -0.240
C -1.084 0.326 1.313 -0.415
C 0.350 0.141 0.830 -0.234
N 1.260 0.015 1.950 -0.453
C 2.592 -0.350 1.509 -0.225
C 2.666 -1.788 1.068 -0.044
C 1.819 -2.740 1.620 -0.166
C 1.916 -4.067 1.247 -0.229
C 2.872 -4.463 0.325 -0.232
C 3.722 -3.520 -0.226 -0.210
C 3.616 -2.190 0.139 -0.205
C 1.239 1.225 2.747 -0.211
C -0.157 1.432 3.325 -0.390
N -2.646 2.733 -0.899 -0.527
C 0.764 1.021 -2.872 -0.233
C 1.303 -0.252 -2.725 0.245
O 2.657 -0.327 -2.886 -0.505
C 3.235 -1.514 -3.389 -0.246
H -0.578 -3.840 -2.609 0.173
H -0.323 -3.435 -0.884 0.180
H 0.834 -4.485 -1.731 0.205
H -1.587 -1.870 -2.018 0.221
H -2.489 0.371 -2.324 0.224
H -2.021 2.621 -3.565 0.236
H -0.395 3.322 -3.334 0.238
H -4.596 3.684 0.967 0.226
H -3.272 4.159 2.060 0.224
H -5.345 1.386 0.972 0.192
H -4.289 0.162 1.692 0.200
H -3.812 0.979 0.186 0.198
H -2.878 0.829 3.334 0.195
H -2.508 2.536 3.590 0.189
H -0.935 2.446 1.616 0.194
H -1.727 0.419 0.438 0.225
H -1.388 -0.556 1.880 0.198
H 0.421 -0.767 0.228 0.214
H 0.630 0.992 0.179 0.171
H 3.274 -0.221 2.358 0.209
H 2.950 0.306 0.694 0.179
H 1.083 -2.421 2.342 0.221
H 1.249 -4.800 1.680 0.209
H 2.955 -5.502 0.039 0.210
H 4.473 -3.825 -0.943 0.211
H 4.278 -1.455 -0.298 0.213
H 1.961 1.117 3.562 0.199
H 1.526 2.111 2.149 0.162
H -0.409 0.573 3.951 0.201
H -0.160 2.327 3.951 0.205
H 1.448 1.822 -3.106 0.225
H 4.258 -1.245 -3.653 0.186
H 2.709 -1.860 -4.283 0.174
H 3.242 -2.311 -2.644 0.197



[7]
89
Properties=species:S:1:pos:R:3:mulliken_charge:R:1 method="wB97M-V/def2-TZVPD" smiles="CCOP(=O)(CCCB1OBOBO1)OCC.CCO.CCO.CCO.CCO.CCO.CCO" e_above_lowest_kcal_mol=0.0 energy_ev=-56474.5260 lumo_ha=0.0155
C -0.057 2.467 -1.002 -1.235
C -1.155 1.413 -1.071 0.659
O -1.698 1.218 0.248 -0.207
P -2.865 0.167 0.548 0.672
O -4.229 0.688 0.472 -0.825
C -2.664 -1.248 -0.550 -0.912
C -1.303 -1.964 -0.637 0.057
C -0.795 -2.125 -2.093 -0.502
B 0.760 -2.207 -2.068 -0.040
O 1.454 -3.408 -2.116 -0.240
B 2.729 -3.415 -1.601 0.534
O 3.512 -2.299 -1.809 -0.461
B 2.860 -1.089 -1.675 0.559
O 1.505 -1.035 -1.924 -0.408
O -2.487 -0.325 2.013 -0.350
C -1.168 -0.314 2.581 0.214
C -0.909 0.948 3.369 -1.047
H 0.920 2.031 -1.210 0.234
H -0.007 2.856 0.015 0.343
H -0.247 3.301 -1.676 0.331
H -1.963 1.717 -1.740 0.295
H -0.737 0.472 -1.425 -0.352
H -3.437 -1.928 -0.182 0.434
H -2.997 -0.929 -1.541 0.442
H -0.555 -1.438 -0.039 -0.262
H -1.404 -2.963 -0.212 0.592
H -1.080 -1.240 -2.668 0.386
H -1.249 -3.002 -2.552 0.123
H 3.135 -4.301 -0.920 -0.125
H 3.445 -0.119 -1.324 -0.149
H -0.406 -0.453 1.812 -0.095
H -1.124 -1.182 3.240 0.382
H -1.747 1.166 4.030 0.177
H -0.737 1.805 2.719 0.230
H -0.016 0.802 3.980 0.396
C -1.212 2.434 7.532 -1.129
C -1.347 0.962 7.193 0.038
O -0.097 0.379 6.824 -0.518
H -0.787 2.982 6.690 0.300
H -2.182 2.868 7.779 0.316
H -0.552 2.573 8.393 0.335
H -1.996 0.832 6.327 0.176
H -1.786 0.414 8.031 0.184
H 0.498 0.455 7.577 0.305
C 3.481 4.063 -2.777 -0.738
C 3.101 4.183 -1.315 -0.260
O 3.330 2.974 -0.591 -0.477
H 2.928 3.247 -3.246 0.207
H 3.266 4.993 -3.304 0.148
H 4.548 3.849 -2.881 0.338
H 2.035 4.384 -1.214 0.191
H 3.643 5.010 -0.846 0.325
H 4.270 2.769 -0.644 0.284
C -2.298 -4.051 -6.648 -1.216
C -1.972 -4.206 -5.175 0.165
O -2.992 -3.665 -4.340 -0.503
H -2.440 -2.999 -6.895 0.321
H -1.497 -4.452 -7.271 0.340
H -3.218 -4.584 -6.898 0.329
H -1.062 -3.662 -4.923 0.203
H -1.812 -5.262 -4.929 0.127
H -3.804 -4.149 -4.525 0.292
C -5.372 0.105 8.756 -0.931
C -4.373 -1.009 9.003 -0.255
O -3.269 -0.582 9.796 -0.507
H -4.885 0.951 8.269 0.215
H -6.188 -0.239 8.119 0.319
H -5.802 0.457 9.696 0.322
H -3.939 -1.349 8.063 0.269
H -4.865 -1.867 9.472 0.308
H -3.603 -0.286 10.650 0.285
C 5.636 8.573 -4.473 -1.076
C 4.628 7.468 -4.716 -0.159
O 3.647 7.390 -3.686 -0.503
H 6.133 8.430 -3.513 0.293
H 6.393 8.588 -5.259 0.319
H 5.146 9.549 -4.458 0.322
H 5.119 6.495 -4.720 0.270
H 4.144 7.600 -5.689 0.278
H 3.172 8.227 -3.656 0.278
C 2.195 -6.635 -3.147 -0.587
C 1.672 -7.723 -4.064 -0.406
O 0.344 -8.115 -3.735 -0.509
H 2.164 -6.966 -2.108 0.280
H 3.224 -6.372 -3.400 0.336
H 1.581 -5.736 -3.229 0.053
H 2.272 -8.628 -3.975 0.302
H 1.721 -7.394 -5.109 0.264
H -0.223 -7.340 -3.805 0.287



[8]
54
Properties=species:S:1:pos:R:3:nbo_charge:R:1 method="wB97M-V/def2-TZVPD" e_above_lowest_kcal_mol=58.1 energy_ev=-94255.2911 spin_multiplicity=6 lumo_ha="-0.2541 / -0.3241" total_charge=+2
Fe 0.607 -0.185 0.750 1.337
P 0.784 2.132 0.970 0.795
C 2.499 2.314 0.663 -0.400
C 3.231 1.128 0.510 0.145
N 2.548 -0.075 0.319 -0.639
C 3.270 -1.218 0.265 0.237
C 4.641 -1.242 0.469 -0.210
C 5.361 -0.050 0.606 -0.098
C 4.644 1.136 0.567 -0.160
C 2.555 -2.568 0.098 -0.800
P 1.048 -2.470 -0.887 1.378
H 5.097 2.123 0.634 0.261
H 5.102 -2.236 0.542 0.254
H 6.433 -0.061 0.767 0.271
H 3.215 -3.281 -0.423 0.301
H 2.288 -3.040 1.061 0.302
H 2.130 3.702 -4.128 0.460
H 3.010 3.264 0.556 0.259
H -0.996 0.502 -4.148 0.450
O 2.988 3.551 -4.523 -0.912
H 3.080 2.586 -4.424 0.454
H 0.518 -1.159 -0.558 -0.092
O -1.945 0.604 -4.032 -0.920
H -2.084 0.331 -3.093 0.473
C 1.311 -2.336 -2.672 -0.961
H 1.506 -3.344 -3.087 0.296
H 0.403 -1.915 -3.148 0.300
H 2.172 -1.683 -2.889 0.282
C -0.305 -3.557 -0.483 -0.971
H -1.193 -3.202 -1.036 0.311
H -0.049 -4.586 -0.779 0.294
H -0.510 -3.508 0.596 0.298
C 0.388 2.146 2.715 -0.945
H 0.080 3.166 2.954 0.270
H -0.441 1.439 2.875 0.280
H 1.272 1.854 3.290 0.266
C -0.316 3.239 0.101 -0.939
H -1.308 2.764 0.090 0.292
H -0.344 4.192 0.650 0.265
H 0.011 3.399 -0.933 0.274
Cl -7.929 -0.053 2.385 0.075
C -6.292 -0.175 1.902 0.002
C -5.303 -0.501 2.852 -0.235
C -3.962 -0.603 2.446 -0.156
C -3.608 -0.352 1.117 -0.219
C -4.601 -0.056 0.183 -0.149
C -5.939 0.043 0.561 -0.232
C -2.158 -0.357 0.670 0.790
O -1.262 -0.663 1.574 -0.849
O -1.879 -0.001 -0.513 -0.742
H -5.587 -0.681 3.888 0.245
H -3.175 -0.857 3.159 0.231
H -4.309 0.121 -0.847 0.236
H -6.696 0.279 -0.180 0.246